--- 1 ---
Below is one molecule with the formula C4H6N4, with properties calculated with wB97M-V/def2-TZVPD.

Geometry as XYZ:
```
14
Properties=species:S:1:pos:R:3:mulliken_charge:R:1
C -0.4779 -2.7149 -0.8678 0.212
C -0.0983 -0.3594 1.4486 -0.167
C 0.0245 -1.4033 -1.1221 0.443
C -0.5795 -0.3140 -0.2915 -0.025
N -0.9747 -3.7340 -0.7189 -0.421
N 0.6382 -1.2981 1.7680 -0.451
N 0.8099 -1.2427 -2.0992 -0.698
N -0.2685 1.0359 -0.6568 -0.718
H -0.4729 0.5087 1.9743 0.402
H -1.6618 -0.4473 -0.2170 0.438
H 0.9870 -1.3614 2.7202 0.245
H 1.0809 -0.2759 -2.2795 0.247
H 0.7368 1.1811 -0.6941 0.257
H -0.6897 1.3134 -1.5370 0.238
```

Properties
SMILES string: [H]/N=C/[C@@H](N)/C(C#N)=N\[H]
LUMO energy in eV: 0.27
Net charge: 0
Spin multiplicity: 1
Kohn-Sham gap in eV: 10.0557

--- 2 ---
Below is one molecule with the formula C4H6N4, with properties calculated with wB97M-V/def2-TZVPD.

Geometry as XYZ:
```
14
Properties=species:S:1:pos:R:3:mulliken_charge:R:1
C 1.4093 0.0842 -0.0776 0.430
C -0.9484 1.1424 0.0659 -0.089
C -2.1807 0.5991 0.0461 -0.592
C -2.0542 -0.7857 -0.0119 -0.302
H 2.9797 -1.2321 -0.1973 0.265
H 1.4067 -1.7979 0.1109 0.289
H 2.9394 1.1676 -0.1162 0.216
H -0.6388 2.1787 0.2249 0.420
H -3.1060 1.2345 -0.0279 0.299
H -2.8028 -1.5212 0.0290 0.467
N 2.0381 -1.0412 0.1815 -0.406
N 1.8781 1.2652 -0.0585 -0.607
N -0.0648 0.0416 -0.0354 0.681
N -0.7279 -1.1612 -0.1104 -1.072
```

Properties
SMILES string: [H]/N=C(\N)n1cccn1
LUMO energy in eV: 0.93
Net charge: 0
Spin multiplicity: 1
Kohn-Sham gap in eV: 10.0617

--- 3 ---
Below is a 2-piece molecular cluster, C4H6N4 overall, with properties calculated with wB97M-V/def2-TZVPD.

Geometry as XYZ:
```
14
Properties=species:S:1:pos:R:3:mulliken_charge:R:1
C -1.4864 0.7374 -0.1689 0.387
C 1.6615 -0.7663 -0.4203 0.202
C -1.6417 -0.3367 0.5514 -0.388
C 2.2600 0.4784 -0.0752 0.094
N -1.1574 1.7264 -0.8086 -0.513
N 1.1591 -1.7444 -0.7423 -0.377
N -2.1334 -1.5857 0.1254 -0.555
N 3.0288 0.5654 0.9158 -0.546
H -1.4626 -0.2561 1.6175 0.323
H 1.9631 1.2894 -0.7550 0.355
H -2.1060 -1.6770 -0.8809 0.248
H -1.6388 -2.3579 0.5586 0.251
H -1.8591 2.4379 -1.0083 0.248
H 3.4130 1.4893 1.0908 0.274
```

Properties
SMILES string: [H]/N=C/C#N.N=C=CN
LUMO energy in eV: 0.09
Net charge: 0
Spin multiplicity: 1
Kohn-Sham gap in eV: 7.9089

Which is most stable? The ranking, best first, is 2, 1, 3.

--- 1 ---
Below is one molecule with the formula C4H6N4, with properties calculated with wB97M-V/def2-TZVPD.

Geometry as XYZ:
```
14
Properties=species:S:1:pos:R:3:mulliken_charge:R:1
C 2.2583 -0.7666 0.8650 -0.771
C 0.1170 0.0156 0.2374 0.461
C -2.0024 0.5528 -0.4068 -0.015
C 0.4062 -0.3123 -1.1367 0.342
H 2.8761 -0.0688 1.5057 0.269
H 2.7133 -0.7056 -0.1425 0.351
H 2.4281 -1.8515 1.2437 0.221
H -1.0874 1.2091 1.4360 0.213
H -1.5048 0.2093 -1.2769 0.234
H -3.5819 0.7152 -1.4994 0.273
N 0.8865 -0.3118 1.1584 -0.434
N -1.0410 0.7776 0.5777 -0.134
N -3.2883 0.9694 -0.3599 -0.617
N 0.8203 -0.4325 -2.2018 -0.392
```

Properties
SMILES string: [H]/N=C/N/C(C#N)=N/C
LUMO energy in eV: 0.16
Net charge: 0
Spin multiplicity: 1
Kohn-Sham gap in eV: 9.8365

--- 2 ---
Below is one molecule with the formula C4H6N4, with properties calculated with wB97M-V/def2-TZVPD.

Geometry as XYZ:
```
14
Properties=species:S:1:pos:R:3:mulliken_charge:R:1
C -1.5951 -0.1381 -0.1873 -0.090
C -0.2631 0.4938 0.1995 0.404
C 0.8435 0.3952 -0.6379 -0.419
C 1.9659 0.6818 0.1665 -0.282
H -0.0716 -1.9935 -0.4604 0.285
H -1.0081 -2.7221 -1.8125 0.256
H -2.4229 0.2438 0.5041 0.308
H 0.6841 -0.3058 -1.5148 0.515
H 3.1409 0.4784 -0.0942 0.304
H 1.9582 1.1860 2.3362 0.229
N -0.7110 -1.8162 -1.4196 -0.594
N -2.0022 -1.1221 -0.9485 -0.388
N 1.4594 1.0676 1.4694 0.205
N 0.1126 1.0875 1.4410 -0.734
```

Properties
SMILES string: N/N=C\c1cc[nH]n1
LUMO energy in eV: 0.47
Net charge: 0
Spin multiplicity: 1
Kohn-Sham gap in eV: 9.1816

Which is most stable? The ranking, best first, is 1, 2.

--- 1 ---
Below is a 2-piece molecular cluster, C4H8NO3 overall, with properties calculated with wB97M-V/def2-TZVPD.

Geometry as XYZ:
```
16
Properties=species:S:1:pos:R:3:mulliken_charge:R:1
C -0.3072 0.8835 1.5275 -0.546
C -1.3127 0.3146 2.3815 0.472
O -1.8217 1.0639 3.1850 -0.613
N -1.5930 -1.1245 2.2885 -0.414
H 0.1934 0.1576 0.9436 0.258
H 0.5347 1.3246 2.1086 0.254
H -2.1889 -1.6072 2.9787 0.219
H -0.8953 -1.5678 1.6969 0.245
H -0.7928 1.5915 0.8460 0.174
C 1.5002 -0.4873 -3.0830 -0.868
C 0.8278 0.2221 -1.8146 0.535
O 0.7126 -0.2521 -0.6978 -0.748
O 0.3375 1.2937 -2.0884 -0.688
H 2.5261 -0.8235 -2.9865 0.277
H 1.5011 0.2529 -3.9827 0.225
H 0.7782 -1.2420 -3.3033 0.216
```

Properties
LUMO energy in eV: 3.81
Net charge: -1
Spin multiplicity: 1
Kohn-Sham gap in eV: 7.7398

--- 2 ---
Below is a 2-piece molecular cluster, C4H8NO3 overall, with properties calculated with wB97M-V/def2-TZVPD.

Geometry as XYZ:
```
16
Properties=species:S:1:pos:R:3:mulliken_charge:R:1
C 3.0962 -0.9804 -0.3868 -0.561
C -1.7534 0.6750 0.0296 -1.472
C 0.1269 -0.7471 -0.4175 -1.263
C -0.2147 0.5107 0.3241 0.632
N 3.6814 0.1103 -0.0054 0.830
O 4.8708 -0.2098 0.3385 -0.722
O 3.2458 1.2796 0.0151 -0.823
O 0.4373 1.6053 -0.2633 -0.542
H 3.6086 -1.7940 -0.7358 0.311
H -2.2642 0.2105 0.7645 0.423
H -1.9646 1.7028 0.0682 0.380
H -2.1249 0.2569 -0.8739 0.381
H -0.0332 -0.6857 -1.4287 0.428
H -0.2017 -1.7582 -0.1314 0.326
H 0.1038 0.3189 1.3328 0.278
H 1.3386 1.4877 -0.0862 0.392
```

Properties
LUMO energy (alpha / beta) in eV: 3.79 / 3.64
Net charge: -1
Spin multiplicity: 1
Kohn-Sham gap (alpha / beta) in eV: 6.7881 / 6.9845

--- 3 ---
Below is a 2-piece molecular cluster, C4H8NO3 overall, with properties calculated with wB97M-V/def2-TZVPD.

Geometry as XYZ:
```
16
Properties=species:S:1:pos:R:3:mulliken_charge:R:1
C -2.2424 -0.9463 0.7017 -0.948
C -1.4664 -0.1030 1.6724 0.632
O -1.9859 0.3041 2.7099 -0.691
N -0.1662 0.1227 1.4091 -0.211
H 0.4066 0.6749 2.0300 0.183
H 0.3141 -0.1879 0.5828 0.129
H -2.2971 -0.6844 -0.3526 0.310
H -3.2517 -0.9703 1.1160 0.318
H -1.8784 -1.9781 0.7067 0.255
C 1.7510 1.1279 -1.8419 -0.713
C 1.9486 -0.2186 -1.0614 0.459
O 1.1935 -1.1440 -1.4789 -0.723
O 2.7058 -0.1878 -0.0734 -0.709
H 2.6883 1.6798 -1.7897 0.269
H 0.8684 1.6706 -1.4914 0.155
H 1.4120 0.8404 -2.8392 0.286
```

Properties
LUMO energy in eV: 3.77
Net charge: -1
Spin multiplicity: 1
Kohn-Sham gap in eV: 8.2395

--- 4 ---
Below is a 2-piece molecular cluster, C4H8NO3 overall, with properties calculated with wB97M-V/def2-TZVPD.

Geometry as XYZ:
```
16
Properties=species:S:1:pos:R:3:mulliken_charge:R:1
C 0.3406 1.0804 -2.4066 -0.820
C 1.6151 1.0825 -1.6326 0.528
O 2.5497 1.8451 -2.0253 -0.702
N 1.7237 0.3807 -0.4757 -0.348
H 2.2488 0.6517 0.3954 0.230
H 0.8934 -0.2232 -0.2415 0.414
H -0.4344 1.7360 -2.1067 0.246
H -0.0384 0.0462 -2.3862 0.301
H 0.7377 1.2524 -3.4637 0.250
C -1.8886 -0.7743 2.3141 -1.042
C -0.7248 -1.6683 1.6529 0.418
O -0.3112 -2.5376 2.3853 -0.664
O -0.1833 -1.0820 0.7128 -0.731
H -2.6550 -1.4624 2.4227 0.344
H -2.3936 -0.1589 1.6779 0.391
H -1.4796 -0.1685 3.1773 0.184
```

Properties
LUMO energy in eV: 3.78
Net charge: -1
Spin multiplicity: 1
Kohn-Sham gap in eV: 8.2459

Which is most stable? The ranking, best first, is 3, 4, 1, 2.

--- 1 ---
Below is a 2-piece molecular cluster, C4H8NO3 overall, with properties calculated with wB97M-V/def2-TZVPD.

Geometry as XYZ:
```
16
Properties=species:S:1:pos:R:3:mulliken_charge:R:1
C -2.5926 -1.4319 -1.1130 -0.914
C -1.3318 -1.1416 -0.2565 0.690
O -0.2485 -1.2670 -0.8932 -0.842
O -1.4960 -0.7698 0.9173 -0.727
H -3.4709 -1.7015 -0.5224 0.289
H -2.3517 -2.2179 -1.8232 0.269
H -2.8300 -0.4855 -1.5962 0.191
C 1.2017 1.0851 1.6355 -0.500
C 2.1492 1.1564 0.4610 0.465
O 3.3328 1.4384 0.5743 -0.664
N 1.5662 0.9853 -0.7647 -0.401
H 2.2741 1.0389 -1.4866 0.249
H 0.9443 0.1715 -0.8831 0.336
H 0.2656 0.6256 1.3381 0.126
H 1.0092 2.0975 2.0003 0.207
H 1.5784 0.4165 2.4125 0.224
```

Properties
LUMO energy in eV: 4.07
Net charge: -1
Spin multiplicity: 1
Kohn-Sham gap in eV: 8.7758

--- 2 ---
Below is C4H8NO3 as an isolated structure, with properties calculated with wB97M-V/def2-TZVPD.

Geometry as XYZ:
```
16
Properties=species:S:1:pos:R:3:mulliken_charge:R:1
C -0.3890 -1.5916 1.1661 -0.359
C -0.2266 1.9480 -1.1736 -1.222
C -0.9983 -0.0666 -0.0485 -1.128
C 0.1905 0.8374 -0.2468 0.516
N 0.8439 -2.0472 1.1835 0.728
O 1.1327 -2.8366 2.1287 -0.759
O 1.6865 -1.9584 0.2410 -0.743
O 1.2799 0.2278 -0.7859 -0.639
H -1.0362 -1.6546 2.1302 0.221
H 0.5900 2.7372 -1.4537 0.280
H -0.6820 1.5086 -2.1584 0.278
H -1.0750 2.5579 -0.7313 0.314
H -1.3284 -0.4766 -0.9975 0.321
H -1.7910 0.3181 0.4379 0.485
H 0.4576 1.1747 0.6742 0.217
H 1.3454 -0.6780 -0.3659 0.491
```

Properties
LUMO energy in eV: 3.90
Net charge: -1
Spin multiplicity: 1
Kohn-Sham gap in eV: 7.4533

--- 3 ---
Below is a 2-piece molecular cluster, C4H8NO3 overall, with properties calculated with wB97M-V/def2-TZVPD.

Geometry as XYZ:
```
16
Properties=species:S:1:pos:R:3:mulliken_charge:R:1
C 1.9028 -2.0601 -1.0915 -0.884
C 1.5178 -0.5691 -1.3485 0.615
O 1.3825 0.1576 -0.3214 -0.816
O 1.5414 -0.2260 -2.5442 -0.709
H 1.8486 -2.3252 -0.0324 0.258
H 2.9128 -2.1063 -1.5004 0.224
H 1.2482 -2.5811 -1.7557 0.274
C -1.1790 1.1550 1.9731 -0.830
C -1.9324 1.1917 0.7180 0.568
O -3.1702 1.1119 0.7658 -0.701
N -1.2293 1.0972 -0.4075 -0.318
H -1.5849 0.7878 -1.2954 0.229
H -0.2096 0.9001 -0.3803 0.287
H -1.6327 1.9604 2.6016 0.253
H -0.0778 1.2110 1.9956 0.301
H -1.3381 0.2950 2.6234 0.249
```

Properties
LUMO energy in eV: 3.91
Net charge: -1
Spin multiplicity: 1
Kohn-Sham gap in eV: 8.6503

--- 4 ---
Below is an isolated ion of composition C4H8NO3 and charge -1, with properties calculated with wB97M-V/def2-TZVPD.

Geometry as XYZ:
```
16
Properties=species:S:1:pos:R:3:mulliken_charge:R:1
C -1.7662 0.6704 -0.6224 -0.610
O -2.0990 0.8617 -1.8886 -0.850
C -0.2717 0.0360 -0.4553 -0.062
C 0.2234 0.0261 0.9704 -0.590
C 1.5094 -0.7839 1.0958 0.518
O 1.1582 -2.0679 1.4468 -0.454
O 2.6622 -0.4594 1.0600 -0.574
N 0.6147 0.8616 -1.3225 -0.751
H -1.6742 1.6485 -0.0613 0.189
H -2.3760 -0.0860 -0.0762 0.260
H -0.3462 -0.9619 -0.8772 0.440
H -0.5792 -0.5411 1.4525 0.247
H 0.4149 1.0141 1.3854 0.319
H 1.9579 -2.5867 1.4813 0.299
H 0.2343 1.7992 -1.3373 0.316
H 0.3374 0.5693 -2.2514 0.304
```

Properties
SMILES string: N[C@H](C[O-])CC(=O)O
LUMO energy in eV: 3.28
Net charge: -1
Spin multiplicity: 1
Kohn-Sham gap in eV: 6.0011

Which is most stable? The ranking, best first, is 1, 3, 4, 2.